[1]
C7H13N in the gas phase, computed with wB97M-V/def2-TZVPD.

XYZ file:
```
21
Properties=species:S:1:pos:R:3:mulliken_charge:R:1
N -1.01848 -0.35352 -1.73922 -0.494
H -1.67546 0.17840 -2.29278 0.220
C -0.16932 0.38577 -0.86627 1.074
C -1.08239 -1.29109 0.97883 -1.577
C 1.23624 0.55175 -1.43126 -1.661
H 1.74781 -1.27651 0.90229 0.325
H -1.21942 2.45395 -0.70936 0.464
H -1.26456 -1.46751 2.04078 0.443
H 1.90046 0.38873 1.46696 0.372
H 1.84422 1.17653 -0.78370 0.347
C 1.24225 -0.47790 1.44749 -1.698
H -2.02589 -1.05666 0.49278 0.404
H -0.74185 1.74930 1.97290 0.406
C -0.62415 1.21607 1.04121 -0.935
H -0.58497 -1.17345 -2.14270 0.185
C -0.09249 -0.15150 0.80181 1.450
C -0.78137 1.58906 -0.23556 -0.877
H 1.09503 -0.82457 2.47210 0.457
H 1.17904 1.01275 -2.42060 0.415
H -0.69479 -2.21437 0.54537 0.314
H 1.73009 -0.41522 -1.54107 0.367
```

- LUMO level (eV) = 1.0
- energy relative to the best compared isomer or geometry (same formula, charge and spin) (kcal/mol) = 36.6
- frontier orbital gap (Ha) = 0.347
- structure (SMILES) = CC1(C)C=C[C@]1(C)N
- HOMO (eV) = -8.387


[2]
2 unconnected molecules or ions with the total composition C4H14NSi, computed with wB97M-V/def2-TZVPD.

XYZ file:
```
20
Properties=species:S:1:pos:R:3:mulliken_charge:R:1
H 3.18018 -0.86845 0.89041 0.361
H 0.58124 -1.02351 -1.75941 0.127
H 0.34033 0.53279 1.02016 0.488
C 1.33204 -1.51526 -1.12847 -1.082
H 2.40126 -2.15883 1.81824 0.327
H -3.32512 3.06685 -0.93065 0.353
C -3.16882 2.17548 -0.32378 -0.927
H 0.84726 -2.54198 -1.22590 0.307
H -3.39115 2.42113 0.65967 0.353
C 1.31809 -1.12379 0.27368 -0.504
N 2.62018 -1.69153 0.92023 -0.403
H -1.12667 1.02187 1.79117 0.364
H 2.98645 -2.42022 0.27741 0.306
H 0.42878 -1.51470 0.69012 0.212
Si -1.58731 1.31724 -0.62391 0.672
H -3.92409 1.50283 -0.72931 0.332
H -0.10163 2.27904 1.06771 0.324
H -1.21128 0.88020 -1.95802 0.004
H 2.29087 -1.54279 -1.67123 0.375
C -0.49061 1.20362 0.94189 -0.986
```

- LUMO level (eV) = -5.3
- total charge = +1
- energy relative to the best compared isomer or geometry (same formula, charge and spin) (kcal/mol) = 120.4
- frontier orbital gap (Ha) = 0.155
- HOMO (eV) = -9.567


[3]
C36H24F4O2 in the gas phase, computed with wB97M-V/def2-TZVPD.

XYZ file:
```
66
Properties=species:S:1:pos:R:3:mulliken_charge:R:1
C -2.76985 -1.90990 1.36654 -0.231
C -2.60553 -3.16645 0.92392 -1.054
H -4.86426 -4.91122 -0.38339 0.564
C -4.18505 0.08228 1.50084 -0.857
H -1.72061 -7.39000 1.20500 0.479
H 0.04134 -5.70373 2.94050 0.526
H -2.22536 -4.05943 4.35261 0.328
C -3.63545 -10.57540 2.79019 -0.473
C -5.19006 -2.47714 3.77747 -0.432
C -3.16133 -6.32315 3.10375 0.146
H -1.41176 -4.28741 -0.88794 0.611
H -2.32456 -1.62014 2.32758 0.560
C -2.95500 -7.27957 -1.94975 -0.673
C -4.34913 -8.36542 2.10285 0.127
C 0.56038 -5.11949 -0.85243 0.239
C -3.55999 -0.89420 0.68981 0.367
O -5.47928 -4.58095 1.91378 -0.648
C -3.87730 -6.24709 -1.78119 -0.807
H -2.79796 -7.72821 -2.93839 0.401
H -3.26264 -1.60705 -1.34717 0.552
C -0.78914 -4.85527 1.11555 -1.044
H -3.91708 -0.84193 6.51310 0.410
C 1.37475 -5.86228 1.24547 0.135
H -2.10268 -10.63863 4.33102 0.378
C -3.18113 -5.27226 1.91686 2.886
H -1.97175 -8.14483 4.54312 0.413
C -4.07679 -5.65789 -0.51523 0.196
H -5.84081 -0.77054 4.92428 0.413
H -5.14624 -10.18795 1.29028 0.429
C -3.00613 -2.52341 5.52206 -1.186
C -4.17697 -3.43316 3.56481 0.974
H -2.15596 -2.62521 6.19702 0.407
F 0.65586 -5.00056 -2.22368 -0.341
C -5.08469 1.17891 -0.47420 -0.865
C -5.07663 -1.53806 4.80831 -0.876
H -4.07475 0.02437 2.58464 0.477
C -4.38017 -4.42695 2.40901 -0.790
H -3.69526 -11.66217 2.69190 0.382
F 2.36240 -6.46711 1.98942 -0.341
C -2.05719 -4.31142 1.75898 0.945
H 2.54799 -5.91699 -0.59671 0.496
O -3.09390 -5.95855 4.26928 -0.605
C -2.63002 -8.62310 3.80937 -0.540
C -4.44752 -9.75215 2.00149 -0.789
H -2.94696 -3.43092 -0.07994 -0.032
H -4.98410 -7.70235 1.51134 0.466
C -3.07631 -3.39490 4.43883 0.342
H -6.05314 -2.46673 3.10551 0.483
C -3.37830 -7.81024 2.93983 -0.090
C -3.99611 -1.56245 5.69698 -0.382
C -4.95497 1.06778 0.91205 0.480
F -5.63527 1.94066 1.73380 -0.319
C -2.23367 -7.75500 -0.84884 -0.889
F -4.51700 0.32994 -2.62787 -0.323
C -2.35353 -7.08708 0.36747 -0.578
C 0.18926 -5.49258 1.88245 -0.465
H -1.71140 -3.93708 2.72684 0.897
C -2.73522 -10.00842 3.70152 -0.622
H -1.53666 -8.59430 -0.93648 0.440
C -0.61867 -4.68618 -0.25623 -0.212
C -3.27125 -6.04800 0.55386 -0.075
C -4.44630 0.21208 -1.25651 0.439
H -5.69163 1.95857 -0.91890 0.474
C -3.72728 -0.85098 -0.71338 -0.796
C 1.60381 -5.67431 -0.11774 -0.946
H -4.45351 -5.89390 -2.64463 0.421
```

- LUMO level (eV) = -0.2
- energy relative to the best compared isomer or geometry (same formula, charge and spin) (kcal/mol) = 0.0
- frontier orbital gap (Ha) = 0.318
- structure (SMILES) = O=C(c1ccccc1)C(C(=O)c1ccccc1)(c1ccccc1)[C@H](/C=C/c1cc(F)cc(F)c1)c1cc(F)cc(F)c1
- HOMO (eV) = -8.837


[4]
A molecular structure, C55H53FN5O4PPb, computed with wB97M-V/def2-TZVPD.

XYZ file:
```
120
Properties=species:S:1:pos:R:3:mulliken_charge:R:1
H -5.88248 -0.95162 -0.19597 0.832
C -1.74642 -2.61043 2.11524 -0.413
H -7.40591 6.70991 -1.36922 0.321
H -2.97115 3.64374 4.03723 0.310
C -6.09209 3.51994 0.08012 -0.923
O -1.94972 1.21820 -0.39675 -0.149
H -8.47376 8.17698 1.85320 0.348
H 0.99979 -5.70806 0.10495 0.450
H -2.27201 3.61743 -0.24809 -0.054
H 0.38106 -1.14138 6.08710 0.424
C -0.27446 -4.29274 1.11999 0.996
C 0.22208 -0.01131 2.35420 0.952
C 0.32090 -4.87427 -0.02517 -0.982
H -1.15834 2.62859 3.27744 -0.580
H -0.25705 5.32995 0.12223 0.516
C -8.53652 6.59230 0.48125 -0.845
C -0.00323 -4.76498 2.42681 -1.026
H 0.49127 -4.85197 -2.15095 0.439
C -5.61946 7.24461 0.36647 -0.690
H -8.97751 1.93584 1.52080 0.296
H -0.20734 5.87557 4.37209 0.415
H -7.38380 6.97496 2.14777 0.382
C 5.50005 2.53439 -0.05683 -1.000
C 1.69497 4.66437 -2.29222 -0.403
H -7.32171 1.76623 2.26031 0.220
C -3.64744 0.41198 3.53938 0.232
H 2.64332 4.95666 -1.86832 0.429
N -6.23093 5.92597 0.18480 0.264
H -4.20750 0.48394 2.59106 -0.306
C -0.82247 -3.30351 -1.44160 -0.546
O -2.09896 -1.53061 -0.53218 -0.009
H -8.90495 -0.52259 0.88000 0.271
H 0.66747 -5.60750 2.54356 0.439
C -0.54134 0.15164 4.64925 -0.605
C 3.15969 3.11330 0.03761 0.930
F -3.35831 5.90282 -0.09582 -0.454
C -4.05699 4.74581 -0.05801 0.645
C -7.50577 6.03816 -0.50892 -0.691
N -7.81965 7.53220 1.41085 -0.094
H -4.13802 2.98771 2.86323 0.121
O 3.18821 -1.33268 -0.14634 -0.484
H -7.83984 5.08085 -0.89441 0.523
H -7.15547 8.70263 -0.20130 0.353
C -6.72686 8.25820 0.69392 -0.780
C 1.26827 5.26930 -3.46444 -0.793
C -3.99332 2.34727 -0.19253 0.407
H -4.91063 7.19805 1.19063 0.491
H 1.81106 -1.44743 2.09288 -0.129
H -7.27286 -0.65238 1.65802 0.296
C -5.38708 2.32211 -0.05260 -0.343
C -3.96632 -0.09284 -0.35569 -0.610
H -0.36934 -4.55282 4.51198 0.461
H -1.91288 -2.63624 4.23183 0.407
C -3.18826 1.12501 -0.33116 0.482
C -7.98296 -0.02283 1.13859 -0.985
H 1.88466 -2.18507 4.40170 0.444
H -8.97586 5.80010 1.08400 0.435
H -8.03550 1.19789 -0.71569 0.434
C 0.06294 5.29666 3.49843 -0.739
H -3.01378 -0.47307 3.50038 -0.713
H -1.79784 1.70495 1.92832 -0.730
C -0.33564 5.71391 2.23732 -0.726
C 1.18168 -1.41411 4.11208 -0.725
C -3.34832 3.58338 -0.16605 0.702
H -1.63712 3.60015 -3.92656 0.504
H 2.77705 5.17886 0.45964 0.565
H -0.86359 2.49268 -1.87750 0.027
N -6.03073 1.09812 -0.03114 0.368
H -6.34307 9.05984 1.32006 0.406
H 2.46328 -1.81324 0.27368 0.348
C 4.15915 2.13526 -0.09979 0.489
H -2.42733 -1.77883 1.99403 0.217
H 1.12668 3.80686 4.62492 0.438
C 0.77750 3.82666 1.25426 0.929
C -0.58281 -4.18305 3.51781 -0.889
C 4.87294 4.80463 0.34485 -0.777
C 1.11952 -0.98872 2.79659 -0.606
H -0.91379 6.62240 2.12143 0.497
H -1.03544 -2.90648 -2.42565 0.516
H 1.75243 2.49297 2.63318 0.372
H -0.26416 5.39058 -4.95867 0.427
H -9.33374 7.12865 -0.03041 0.389
Pb 0.36069 0.22587 0.00989 1.446
H -4.36720 0.27806 4.35012 0.627
H 4.86860 0.13104 -0.49153 0.406
C -1.46310 -3.09330 3.35997 -0.685
C -3.42840 -1.48871 -0.40737 0.238
C -5.32092 -0.02674 -0.20283 -0.640
H -5.08125 7.59410 -0.51893 0.389
C -1.61460 1.67354 3.00865 1.519
C -1.39787 -2.72992 -0.34727 -0.129
H -7.16230 3.47366 0.21983 0.967
C 3.97503 0.69202 -0.21796 -0.973
N -2.83418 1.57982 3.80475 0.039
C -1.16564 -3.19728 0.96702 1.835
C -5.45991 4.75656 0.05744 -1.208
N 2.93325 0.01777 0.04175 0.178
C 1.17100 3.40191 2.52461 -0.668
H -1.20176 0.62130 5.36713 0.461
C -7.46070 1.00421 0.18251 -0.398
C -3.61789 2.79148 3.81948 -0.816
C -0.70750 3.91157 -3.46708 -0.765
C -0.62213 0.56442 3.31712 0.320
C 0.91360 3.68216 -1.68435 0.343
C 0.04504 -4.39871 -1.27631 -0.846
C -8.02341 1.42641 1.50866 -0.371
C 5.85927 3.85117 0.15021 -0.782
P 1.35767 2.80016 -0.13924 0.848
C 0.06238 4.90837 -4.04668 -0.627
C 0.02501 4.98495 1.11084 -0.059
H 6.90292 4.13374 0.16918 0.426
C -0.27662 3.29342 -2.30325 -0.227
C 0.34211 -0.83556 5.04946 -1.037
H 1.88466 6.02632 -3.93121 0.445
H 5.13636 5.83728 0.53090 0.442
C 3.54123 4.43092 0.29272 -0.570
C 0.82066 4.13983 3.64156 -0.640
H -4.37083 2.72054 4.60844 0.357
O -4.13207 -2.45360 -0.29534 -0.628
H 6.27689 1.78797 -0.16811 0.418
```

- LUMO level (eV) = -4.8
- total charge = +2
- frontier orbital gap (Ha) = 0.243
- HOMO (eV) = -11.446